Computed, not measured: the molecule C6H11N3, with wB97M-V/def2-TZVPD.

Bonds (Å) are listed after each position.
Element x y z (Å)
1 C -2.706 -0.969 1.363  C2 1.242, H10 1.110
2 C -1.667 -0.828 0.697  C1 1.242, C3 1.444
3 C -0.485 -0.382 -0.001  C2 1.444, N4 1.294, N6 1.381
4 N 0.252 -1.142 -0.746  C3 1.294, C5 1.448
5 C -0.056 -2.556 -0.771  N4 1.448, H11 1.124, H12 1.094, H13 1.100
6 N -0.215 0.958 -0.194  C3 1.381, N7 1.412, C8 1.436
7 N -0.930 1.903 0.574  N6 1.412, H14 1.036, H15 1.020
8 C 1.000 1.442 -0.789  N6 1.436, C9 1.515, H16 1.141, H17 1.130
9 C 2.157 1.225 0.166  C8 1.515, H18 1.138, H19 1.093, H20 1.152
10 H -3.729 -1.271 1.668  C1 1.110
11 H 0.020 -2.955 -1.819  C5 1.124
12 H 0.692 -3.097 -0.183  C5 1.094
13 H -1.011 -2.777 -0.275  C5 1.100
14 H -0.777 1.651 1.567  N7 1.036
15 H -1.924 1.865 0.348  N7 1.020
16 H 1.295 0.895 -1.746  C8 1.141
17 H 0.784 2.534 -0.982  C8 1.130
18 H 2.293 0.106 0.321  C9 1.138
19 H 2.001 1.610 1.177  C9 1.093
20 H 3.006 1.788 -0.372  C9 1.152

## Properties
**SMILES string**: C#C/C(=N\C)N(N)CC
**Relative energy (zero: lowest compared OMol25 entry of this formula, charge and spin)**: 95.2 kcal/mol
**HOMO**: -8.212 eV
**Gap between HOMO and LUMO**: 8.94 eV
**Energy**: -10866.69043 eV
**2S+1**: 1
**Maximum force**: 4.0 eV/A